A cluster of 2 separate species, C7H12ClN2 in total at a distorted geometry, computed with the ωB97M-V functional and the def2-TZVPD basis.

Values from the calculation:
- DFT total energy: -843.2322 hartree
- Net charge: +1
- 2S+1: 3

Structure (XYZ):
```
22
Properties=species:S:1:pos:R:3:forces:R:3:lowdin_charge:R:1
H -2.560 -1.111 1.294 2.62 -3.26 -0.45 -0.02
H -1.675 1.066 -1.396 2.33 0.12 0.49 0.08
C -3.047 -0.243 1.308 -1.31 3.10 -1.40 -0.37
H 2.380 -2.264 1.146 -0.67 0.73 -1.37 0.15
C 2.278 -0.261 0.381 -1.04 1.49 0.51 0.03
H 2.944 0.181 1.119 0.06 -0.21 -0.34 0.13
H -2.479 0.628 1.536 0.41 0.11 1.16 0.02
C 1.503 0.629 -0.524 1.38 2.38 1.19 -0.31
C -0.150 -1.151 -0.891 0.01 2.54 -0.23 0.02
N -0.615 1.187 -1.200 -3.78 4.10 -1.58 0.18
H 0.439 -3.096 -0.098 0.20 1.19 -0.82 0.13
N 1.450 2.070 -0.119 1.25 -0.36 -0.79 0.03
Cl -3.509 0.233 -0.387 -0.63 -0.65 0.16 0.53
H -1.090 -1.478 -1.089 -2.74 -0.76 -1.00 0.09
H 2.043 0.527 -1.415 1.15 0.55 -1.94 0.16
H -0.171 2.220 -1.162 -0.88 -2.99 0.12 0.20
C 0.142 0.210 -0.910 1.16 -1.69 1.04 -0.29
H 1.052 2.107 0.830 0.97 0.61 -0.49 0.11
H -3.884 -0.463 1.907 -1.34 0.62 0.56 0.04
C 1.887 -1.571 0.391 -1.95 -3.73 0.04 -0.01
C 0.730 -2.046 -0.366 4.64 -2.70 4.01 -0.04
H 2.331 2.626 -0.356 -1.81 -1.19 1.13 0.14
```
Forces are in eV/Å.